{
  "formula": "C32H65BrCl26N3O3",
  "method": "ωB97M-V/def2-TZVPD",
  "elements": ["Br", "Cl", "Cl", "Cl", "Cl", "Cl", "Cl", "Cl", "Cl", "Cl", "Cl", "Cl", "Cl", "Cl", "Cl", "Cl", "Cl", "Cl", "Cl", "Cl", "Cl", "Cl", "Cl", "Cl", "Cl", "Cl", "Cl", "O", "O", "O", "N", "N", "N", "C", "C", "C", "C", "C", "C", "C", "C", "C", "C", "C", "C", "C", "C", "C", "C", "C", "C", "C", "C", "C", "C", "C", "C", "C", "C", "C", "C", "C", "C", "C", "C", "H", "H", "H", "H", "H", "H", "H", "H", "H", "H", "H", "H", "H", "H", "H", "H", "H", "H", "H", "H", "H", "H", "H", "H", "H", "H", "H", "H", "H", "H", "H", "H", "H", "H", "H", "H", "H", "H", "H", "H", "H", "H", "H", "H", "H", "H", "H", "H", "H", "H", "H", "H", "H", "H", "H", "H", "H", "H", "H", "H", "H", "H", "H", "H", "H"],
  "coordinates": [[2.3110, 2.1598, -1.9265], [-0.9981, -5.3447, -1.4995], [0.8765, -3.8577, 0.1955], [-10.6444, -3.0634, 2.8633], [8.5089, -0.7765, -9.0718], [-5.7924, 3.3981, 6.3900], [-5.7288, 6.2055, 5.5160], [2.2562, -7.7796, 4.8729], [-11.6719, -1.7732, 5.2913], [4.7596, 6.4652, -1.8631], [8.2399, 6.0958, -4.9440], [3.0389, 3.9115, -5.4526], [11.5500, -1.7118, -7.6264], [2.8501, -7.5391, 0.8634], [-7.9444, -5.2954, 4.9077], [1.1125, 5.6238, -4.0452], [3.9839, 0.7246, -5.1977], [6.8656, 0.5000, -4.7302], [8.4149, 8.6798, -6.3312], [-0.5697, -8.4698, 5.2397], [-0.4699, -5.0856, 3.6611], [4.7673, 9.0734, -3.1744], [9.6950, -0.4040, -5.7422], [5.6258, -0.4526, -9.5650], [-5.8545, -7.2956, 4.4090], [-3.3143, -4.9505, 3.0126], [5.7324, -7.8641, 1.2981], [-0.8794, 3.1115, 2.3428], [-2.6716, 2.7934, 4.2255], [-2.0517, 0.6687, 4.3630], [-0.8213, 0.6808, 0.7798], [0.8875, 5.3475, 2.0757], [-2.0568, -0.4561, -1.5302], [-3.2979, -2.2652, -2.6897], [-1.5542, 0.9111, -1.6031], [-6.9640, -6.1238, 3.6931], [4.2230, -7.2365, 1.9520], [11.3440, -0.4673, -6.3919], [1.1162, 0.5925, -1.9632], [-11.1607, -3.2876, 4.5409], [-2.8347, 1.6715, 3.8519], [-3.8504, 1.3147, 2.7872], [-1.6533, 1.5164, -0.1697], [-1.9289, -1.6566, 5.0894], [-2.1159, -5.3066, 4.2665], [1.7833, -0.4132, -2.8934], [-1.7500, -1.4686, 1.6977], [0.8818, -8.7095, 4.2599], [-0.8642, -0.8350, 0.6372], [0.0010, -5.3850, -0.0471], [-2.7631, -0.3790, 5.0514], [4.2546, 8.1649, -1.7478], [-1.1933, -1.3365, -0.7696], [-5.1186, 4.5717, 5.2474], [2.8087, 5.3803, -4.5097], [5.3530, 1.2386, -4.2011], [-3.1433, 1.3914, 0.2476], [7.8465, 7.8215, -4.8971], [-0.2753, 1.0180, -2.4808], [-3.6644, 2.1429, 1.4913], [-0.2789, 3.3853, 1.0704], [-0.0046, 4.8820, 1.0149], [7.0245, 0.0580, -8.6077], [-2.4255, -1.0241, -2.8212], [-1.2105, 2.9857, -0.0788], [0.6760, -8.3777, 3.2489], [-1.1403, 0.9105, 1.7251], [2.7503, -0.7211, -2.4966], [-2.3095, 1.4863, -2.1462], [-0.9542, 5.4052, 1.1413], [1.1460, -1.2950, -2.9892], [-1.7051, -2.2871, -0.6201], [-11.9968, -3.9759, 4.5490], [-6.3764, -5.3779, 3.1712], [-1.8659, -2.0442, 6.1040], [-3.7318, -0.5554, 4.5785], [-1.6264, -0.9867, 2.6656], [-2.2708, -4.6245, 5.0932], [4.0106, -7.7307, 2.8902], [-1.5472, -1.2614, -3.4404], [-4.0420, 4.5747, 5.3561], [-2.9969, -0.2575, -3.3508], [-2.0997, 3.6104, 0.0211], [7.1682, 1.1213, -8.7576], [6.8216, -0.1631, -7.5667], [0.1538, 0.9787, 0.7367], [-7.6255, -6.6456, 3.0125], [3.1773, 8.1941, -1.6658], [-2.7982, -1.4935, 1.4004], [-3.9004, 0.2438, 2.5940], [-0.1803, 2.0207, -2.8957], [8.3198, 8.2557, -4.0248], [-2.7352, -3.1190, -2.3111], [-0.2805, -1.5877, -1.3310], [-4.1407, -2.0758, -2.0253], [-3.6660, -2.5497, -3.6748], [1.1052, 0.1467, -0.9722], [-1.4270, -2.5050, 1.8114], [-2.3674, -2.4312, 4.4596], [-4.8095, 1.5938, 3.2307], [0.7389, -6.1705, -0.1467], [-0.6362, -5.5443, 0.8150], [-10.3238, -3.6831, 5.1020], [6.7703, 7.9198, -4.8403], [1.6141, 4.6663, 2.2696], [-0.4003, 2.4361, 2.8301], [1.9496, 0.0304, -3.8734], [0.1553, -1.1590, 0.8532], [-2.2328, -6.3366, 4.5795], [-0.4938, 0.3909, -3.3468], [-4.6549, 2.5056, 1.2182], [3.4153, 5.3254, -3.6128], [1.1380, -9.7616, 4.2813], [-0.7316, 3.3076, -1.0050], [12.0148, -0.6883, -5.5711], [-2.9709, -0.0329, 6.0648], [5.4441, 2.3156, -4.2895], [11.5699, 0.4960, -6.8326], [-0.9233, -1.4587, 4.7207], [3.1081, 6.2257, -5.1182], [4.3198, -6.1662, 2.0879], [5.1625, 0.9467, -3.1750], [-3.0865, 3.0310, 1.7436], [4.7249, 8.5943, -0.8718], [-5.4002, 4.2639, 4.2474], [-3.4231, 0.3426, 0.3185], [0.7001, 2.8952, 1.0133], [0.4485, 5.1210, 0.0561], [-3.6926, 1.7759, -0.6123], [0.3687, 5.4631, 2.9382]],
  "mulliken_charge": [-0.101, -0.186, -0.118, -0.152, -0.128, -0.175, -0.172, -0.162, -0.152, -0.154, -0.147, -0.105, -0.138, -0.174, -0.148, -0.165, -0.173, -0.137, -0.154, -0.151, -0.125, -0.140, -0.073, -0.175, -0.142, -0.172, -0.153, -0.593, -0.524, -0.316, 0.148, -0.655, 0.473, -1.210, -1.537, -0.125, 0.004, -0.341, 0.586, -0.023, 0.043, -0.381, 2.119, -0.850, -0.133, -1.529, -1.577, -0.194, -0.144, 0.297, -0.276, -0.297, -0.493, 0.065, 0.144, -0.118, -1.417, 0.055, -2.135, -0.919, 0.289, -1.219, 0.035, -0.366, -1.812, 0.154, 0.017, 0.447, 0.791, 0.413, 0.286, 0.830, 0.280, 0.111, 0.525, 0.347, -0.168, 0.298, 0.070, 0.314, 0.162, 0.461, 0.415, 0.282, -0.005, 0.766, 0.301, 0.259, 0.322, 0.277, 1.123, 0.264, 0.119, -0.532, 0.287, 0.468, 0.146, 0.638, -0.069, 0.638, 0.036, -0.011, 0.047, -0.022, 0.277, 0.358, 0.209, 0.679, 0.154, 0.585, 0.346, -0.260, 0.377, 0.795, 0.315, 0.433, 0.193, 0.260, 0.236, 0.394, 0.248, 0.191, 0.456, 0.345, 0.123, 0.194, 0.359, 0.391, 0.809, 0.342],
  "charge": 1,
  "relative_energy_kcal_mol": 0.0,
  "e_tot_ha": -16187.0117,
  "mol_weight_g_mol": 1541.6,
  "spin_multiplicity": 1,
  "e_homo_ev": -11.6
}